(1)
8
Properties=species:S:1:pos:R:3:nbo_charge:R:1 method="wB97M-V/def2-TZVPD" relative_energy_kj_mol=61.1 charge=0 largest_force_ev_per_a=2.1 homo_energy_ev=-9.13 homo_lumo_gap_ev=9.7 smiles="NSOC=O" multiplicity=1
S 0.7735 -1.0545 -0.6092 0.6838
O -0.8311 -0.5669 -0.6923 -0.6789
O -0.8636 1.6550 -0.3825 -0.5523
N 1.2925 -0.2990 0.7600 -0.9743
C -1.3892 0.6278 -0.6460 0.6519
H 2.1736 0.1045 0.6951 0.3833
H 1.2818 -0.8739 1.5844 0.3720
H -2.4375 0.4070 -0.7096 0.1144

---

(2)
8
Properties=species:S:1:pos:R:3:nbo_charge:R:1 method="wB97M-V/def2-TZVPD" relative_energy_kj_mol=408.4 charge=0 largest_force_ev_per_a=3.0 homo_energy_ev="-11.00 / -11.30" homo_lumo_gap_ev="8.1 / 9.3" multiplicity=1
S -1.5563 0.0258 -0.0239 2.1719
O -2.3804 0.9952 0.6124 -0.9070
O -1.9881 -0.6036 -1.2436 -0.9294
N -1.0910 -1.1200 1.0542 -0.6528
C 0.0457 0.8875 -0.3991 -0.4304
H -0.7699 -1.9594 0.5968 0.3541
H 0.8005 0.3382 -0.9394 0.1938
H 0.3682 1.6019 0.3408 0.1999

---

(3)
9
Properties=species:S:1:pos:R:3:nbo_charge:R:1 method="wB97M-V/def2-TZVPD" relative_energy_kj_mol=443.7 charge=0 largest_force_ev_per_a=0.9 homo_energy_ev="-8.85 / -8.85" homo_lumo_gap_ev="7.3 / 7.3" multiplicity=1
S -2.3969 1.5137 0.0046 0.2643
S 2.3993 1.4029 0.1940 -0.3369
O -0.9699 -1.8202 0.8497 -0.5286
O 0.2606 -0.7592 -0.7449 -0.5198
N -0.7417 -0.7230 0.0175 0.2324
C -1.6554 0.1534 -0.0987 0.0749
H 1.7178 2.3166 -0.4982 0.1321
H 1.6876 0.4026 -0.3370 0.1799
H -0.3015 -2.4868 0.6131 0.5017

---

(4)
8
Properties=species:S:1:pos:R:3:nbo_charge:R:1 method="wB97M-V/def2-TZVPD" relative_energy_kj_mol=284.0 charge=0 largest_force_ev_per_a=4.2 homo_energy_ev=-11.00 homo_lumo_gap_ev=10.6 multiplicity=1
O 0.8501 0.8911 -0.7966 -0.7122
O -1.1251 0.9159 0.6968 -0.3944
O -1.2688 -1.2505 0.7170 -0.3322
N -0.7646 -0.2105 0.4124 0.5132
C 0.5259 -0.2912 -0.3088 0.0486
H 1.4110 -0.5205 0.6784 0.1834
H 0.0996 1.4708 -0.3320 0.4907
H 0.2718 -1.0052 -1.0671 0.2028

---

(5)
9
Properties=species:S:1:pos:R:3:nbo_charge:R:1 method="wB97M-V/def2-TZVPD" relative_energy_kj_mol=423.1 charge=-1 largest_force_ev_per_a=3.3 homo_energy_ev=-3.62 homo_lumo_gap_ev=8.2 smiles="CP([O-])ON=O" multiplicity=1
P 0.1516 -1.3315 0.5852 1.2745
O 0.0781 -2.4800 -0.3275 -1.1439
O 1.9275 1.5533 0.6457 -0.4402
O 1.3062 -0.1674 -0.4969 -0.6085
N 1.8972 1.0031 -0.4091 0.3166
C -1.1230 0.1561 0.0513 -0.9848
H -2.1440 -0.0175 0.3885 0.1766
H -0.8427 1.0269 0.5765 0.2035
H -1.2509 0.2570 -1.0137 0.2062

---

(6)
9
Properties=species:S:1:pos:R:3:nbo_charge:R:1 method="wB97M-V/def2-TZVPD" relative_energy_kj_mol=21.3 charge=-1 largest_force_ev_per_a=2.7 homo_energy_ev=-4.96 homo_lumo_gap_ev=9.1 multiplicity=1
P -2.8523 0.5057 0.2042 1.3864
O 3.1090 -0.1230 0.2127 -0.6730
O -4.0199 -0.3698 -0.1900 -1.1282
O -1.5562 -0.1688 -0.1745 -1.1575
N 0.9416 0.4439 -0.0345 -0.8710
C 1.9599 -0.4452 0.0174 0.5313
H -0.1522 0.2994 0.0046 0.4604
H 1.0419 1.4220 0.1180 0.3623
H 1.5283 -1.5642 -0.1578 0.0894